{
  "formula": "C28H55N2O17P",
  "method": "ωB97M-V/def2-TZVPD",
  "elements": ["C", "C", "C", "C", "N", "C", "P", "O", "O", "C", "O", "C", "C", "C", "O", "C", "C", "C", "N", "C", "C", "C", "C", "O", "H", "H", "H", "H", "H", "H", "H", "H", "H", "H", "H", "H", "H", "H", "H", "H", "H", "H", "H", "H", "H", "H", "H", "H", "H", "H", "H", "H", "H", "H", "H", "C", "O", "C", "O", "O", "C", "H", "H", "H", "H", "H", "H", "C", "O", "C", "O", "O", "C", "H", "H", "H", "H", "H", "H", "C", "O", "C", "O", "O", "C", "H", "H", "H", "H", "H", "H", "C", "O", "C", "O", "O", "C", "H", "H", "H", "H", "H", "H"],
  "positions_angstrom": [[-0.285, -1.302, 4.227], [0.368, 0.171, 4.005], [-0.017, 0.646, 2.523], [1.264, 0.761, 1.528], [0.723, 1.216, 0.213], [0.864, 0.206, -0.856], [2.664, 0.239, -1.461], [3.352, 1.612, -1.329], [0.190, 0.886, -1.980], [-1.234, 0.775, -1.733], [-2.063, 1.691, -1.822], [-1.370, -0.770, -1.362], [-2.152, -1.780, -2.311], [-1.660, -1.852, -3.829], [-0.491, -1.060, -4.142], [0.070, -1.182, -0.750], [0.749, -2.541, -1.221], [0.417, -3.810, -0.303], [0.430, -3.548, 1.162], [1.606, -4.158, 1.843], [2.901, -3.267, 1.423], [-0.842, -3.842, 1.804], [-1.080, -4.622, 3.165], [-1.881, -3.382, 1.230], [0.287, -2.125, 3.682], [-1.377, -1.343, 3.878], [-0.301, -1.478, 5.358], [1.479, 0.200, 4.243], [-0.220, 0.855, 4.724], [-0.819, -0.048, 2.073], [-0.447, 1.712, 2.564], [1.788, -0.268, 1.484], [2.036, 1.483, 1.960], [1.172, 2.114, -0.046], [2.618, -0.045, -2.884], [3.461, -0.841, -0.907], [-2.064, -0.731, -0.438], [-3.272, -1.505, -2.329], [-2.119, -2.819, -1.812], [-2.481, -1.624, -4.605], [-1.370, -2.953, -4.032], [0.185, -1.664, -4.503], [-0.189, -1.215, 0.375], [1.892, -2.491, -1.320], [0.375, -2.801, -2.282], [-0.537, -4.297, -0.693], [1.257, -4.578, -0.501], [1.572, -4.110, 2.983], [1.806, -5.238, 1.484], [3.807, -3.716, 1.976], [2.783, -2.211, 1.853], [3.112, -3.290, 0.307], [-1.651, -3.928, 3.882], [-0.163, -5.101, 3.629], [-1.809, -5.483, 2.930], [5.857, -3.474, -3.362], [6.876, -4.373, -2.929], [6.601, -5.003, -1.777], [5.601, -4.868, -1.115], [7.634, -5.810, -1.489], [7.479, -6.549, -0.279], [6.185, -3.024, -4.299], [4.922, -4.010, -3.545], [5.708, -2.677, -2.629], [6.609, -7.208, -0.338], [7.395, -5.876, 0.577], [8.369, -7.164, -0.148], [-6.002, 6.666, -5.049], [-4.971, 5.772, -4.638], [-5.230, 5.125, -3.488], [-6.225, 5.246, -2.817], [-4.188, 4.324, -3.219], [-4.325, 3.568, -2.015], [-5.687, 7.130, -5.984], [-6.933, 6.125, -5.229], [-6.150, 7.453, -4.306], [-5.190, 2.903, -2.074], [-4.407, 4.231, -1.150], [-3.427, 2.958, -1.899], [1.141, 4.672, -1.923], [1.420, 5.992, -1.455], [2.159, 6.034, -0.337], [2.582, 5.081, 0.270], [2.347, 7.324, -0.010], [3.124, 7.520, 1.169], [0.538, 4.758, -2.827], [2.066, 4.148, -2.173], [0.569, 4.114, -1.179], [4.127, 7.108, 1.043], [2.629, 7.074, 2.035], [3.210, 8.594, 1.336], [-4.658, 0.072, 1.658], [-5.374, 0.848, 2.618], [-4.645, 1.213, 3.684], [-3.485, 0.943, 3.873], [-5.432, 1.932, 4.501], [-4.782, 2.390, 5.684], [-5.344, -0.165, 0.844], [-3.820, 0.643, 1.249], [-4.309, -0.864, 2.100], [-3.949, 3.051, 5.435], [-4.439, 1.546, 6.287], [-5.510, 2.956, 6.266]],
  "forces_ev_per_angstrom": [[0.25, 0.57, 0.66], [-2.12, -0.58, -0.35], [1.10, 0.75, -0.01], [-0.89, -0.63, 1.38], [0.98, -1.45, 0.70], [-0.64, 1.05, -1.73], [1.77, 2.47, -1.16], [-1.54, -2.58, 0.37], [-1.46, 0.79, 0.75], [0.20, 0.06, -0.80], [3.54, -3.70, 0.13], [-1.41, 0.25, 1.90], [-0.42, 0.34, -0.36], [0.05, -1.84, -0.73], [-0.28, -0.68, 0.27], [-0.86, 0.88, 1.83], [-0.02, -0.07, -0.72], [0.77, -0.22, -1.29], [-1.54, -2.49, 1.74], [2.27, 0.76, -0.71], [0.13, -0.78, 1.31], [-2.70, 1.90, -1.80], [-0.26, -0.31, -0.28], [3.16, -1.62, 1.71], [-0.61, 1.10, 0.79], [1.61, 0.31, 0.39], [0.14, -0.20, -1.56], [-1.42, -0.05, -0.38], [1.23, -0.97, -0.95], [1.28, 1.10, 0.63], [0.47, -1.65, -0.14], [-0.77, 1.43, -0.18], [-1.13, -0.82, -0.68], [-0.23, -0.97, -0.27], [-0.30, -0.45, 0.97], [-0.77, 0.46, -0.13], [0.98, -0.12, -1.34], [1.78, -0.20, 0.18], [0.14, 1.64, -0.75], [1.07, -0.05, 1.47], [-0.63, 1.52, 0.29], [-0.57, 0.57, 0.27], [0.79, -0.61, -1.64], [-1.67, 0.32, 0.29], [0.57, 0.44, 1.60], [1.00, 0.82, 1.04], [-1.27, 1.12, 0.22], [-0.39, -0.06, -1.70], [-0.47, 1.48, 0.70], [-1.24, 0.63, -1.02], [0.04, -1.41, -0.95], [-0.31, 0.15, 1.48], [1.16, -1.00, -1.08], [-1.15, 0.87, -0.46], [1.11, 1.40, 0.12], [-0.26, 0.30, -0.20], [-0.02, -0.24, 0.35], [0.22, -0.03, -0.13], [0.24, -0.02, -0.18], [-0.29, 0.29, -0.18], [0.03, -0.27, 0.37], [0.19, -0.20, 0.14], [0.06, 0.06, 0.17], [-0.08, -0.16, 0.00], [0.00, 0.19, 0.06], [-0.15, -0.06, -0.12], [-0.01, 0.18, -0.25], [-0.23, 0.26, -0.17], [-0.01, -0.16, 0.23], [0.27, -0.19, 0.06], [0.27, 0.03, -0.28], [-0.41, 0.41, -0.26], [0.23, -0.36, 0.50], [0.20, -0.20, 0.12], [0.05, 0.08, 0.18], [-0.10, -0.18, 0.00], [-0.05, 0.22, 0.04], [-0.22, -0.01, -0.14], [-0.48, 0.54, -0.32], [-0.05, -0.49, -0.30], [0.26, 0.22, 0.43], [-0.14, -0.03, -0.22], [-0.17, 0.35, -0.10], [-0.07, -0.25, -0.13], [0.21, 0.13, 0.30], [0.04, 0.26, 0.16], [-0.09, -0.03, 0.23], [0.14, 0.02, -0.04], [-0.16, -0.11, 0.07], [0.13, -0.10, -0.12], [-0.16, -0.08, -0.24], [0.19, -0.26, -0.34], [0.13, 0.17, 0.38], [-0.23, 0.03, -0.12], [-0.27, 0.06, -0.01], [0.15, -0.22, -0.29], [0.13, 0.18, 0.37], [-0.12, 0.17, 0.23], [0.01, -0.09, 0.15], [0.11, 0.16, -0.01], [0.01, -0.20, 0.01], [0.10, 0.09, -0.15], [-0.10, -0.12, -0.27]],
  "largest_force_ha_per_bohr": 0.0995,
  "charge": 0,
  "e_tot_ha": -2829.72228,
  "lumo_energy_ev": 0.145,
  "smiles": "CCCCN[C@]1([PH2]=O)OC(=O)[C@@H](CCO)[C@H]1CCN(CC)C(C)=O.COC(=O)OC.COC(=O)OC.COC(=O)OC.COC(=O)OC",
  "homo_energy_ha": -0.3360,
  "gap_ev": 9.3
}